Record 1
Computed, not measured: a 3-piece molecular cluster, C28H49ClN4O8P overall at a distorted geometry, with ωB97M-V with the def2-TZVPD basis set.

* molecular weight: 636.15 u
* total energy: -2718.01917 hartree
* total charge: +1
* E_HOMO: -11.40 eV
* orbital gap: 6.28 eV
* LUMO level: -5.114 eV

Each atom is followed by the atoms it is bonded to, with distances in Å.
Positions of all 91 atoms, in Å:
1 Cl -3.50563 -0.66985 3.11226  C40 1.848
2 P -0.26357 0.88832 2.11634  O8 1.766, O9 1.772, C25 1.917
3 O -8.65237 -2.32188 6.43744  C33 1.365, C41 1.415
4 O 3.72145 -0.16549 -2.63637  C29 1.220
5 O 1.91366 -1.10100 -3.67968  C29 1.365, C31 1.415
6 O 3.79224 -2.31556 -3.41497  C20 1.415, C29 1.365
7 O -8.62649 -4.19967 5.19344  C19 1.415, C33 1.365
8 O 0.05859 -0.70942 2.79582  P2 1.766, H88 1.018
9 O -0.88488 1.97565 3.37037  P2 1.772, H67 1.006
10 O -10.55790 -3.57351 6.24670  C33 1.220
11 N -2.67422 0.96089 -1.66216  N14 1.345, C21 1.459
12 N -5.52195 -0.76118 0.34001  C24 1.373, C28 1.532
13 N -4.48841 0.87221 -3.59606  C30 1.532, C39 1.526, H57 1.063
14 N -3.77927 0.34825 -1.20240  N11 1.345, C28 1.457, C39 1.547
15 C 6.85469 -2.31228 0.12318  C27 1.639, C34 1.641, H70 1.174, H76 1.190
16 C 6.55816 1.76358 1.06281  C26 1.673, C36 1.641, H46 1.193, H59 1.175
17 C 5.11165 2.89099 -1.00638  C36 1.647, C37 1.648, H61 1.193, H84 1.178
18 C -6.91335 1.51870 0.44462  C24 1.672, H55 1.185, H66 1.173, H73 1.175
19 C -7.40716 -3.52425 4.95021  O7 1.415, C41 1.494, H50 1.095, H51 1.093
20 C 2.78693 -3.20051 -3.87232  O6 1.415, C31 1.494, H48 1.093, H81 1.095
21 C -1.70751 1.07829 -0.57557  N11 1.459, C25 1.593, C35 1.676
22 C 1.39842 3.42785 0.24916  C23 1.668, C42 1.639, H72 1.194, H87 1.192
23 C 2.53127 3.84090 -0.90358  C22 1.668, C37 1.656, H54 1.178, H65 1.174
24 C -6.33975 0.07380 1.06110  N12 1.373, C18 1.672, C32 1.673
25 C -1.76048 0.62170 0.94944  P2 1.917, C21 1.593, C40 1.626
26 C 7.34239 0.37614 0.55528  C16 1.673, C27 1.639, H58 1.179, H91 1.193
27 C 6.24516 -0.84136 0.51407  C15 1.639, C26 1.639, H52 1.177, H74 1.181
28 C -4.13982 -0.13606 0.12368  N12 1.532, N14 1.457, C40 1.607
29 C 3.18950 -1.11082 -3.19411  O4 1.220, O5 1.365, O6 1.365
30 C -5.44194 0.27528 -4.63551  N13 1.532, H47 1.175, H80 1.184, H83 1.172
31 C 1.75441 -2.28254 -4.44171  O5 1.415, C20 1.494, H78 1.095, H86 1.093
32 C -6.89393 -0.27504 2.60019  C24 1.673, H53 1.171, H77 1.187, H79 1.187
33 C -9.38258 -3.38190 5.98290  O3 1.365, O7 1.365, O10 1.220
34 C 6.81478 -2.49038 -1.50787  C15 1.641, C38 1.665, H45 1.172, H63 1.186
35 C -0.27432 1.81483 -1.03540  C21 1.676, C42 1.648, H60 1.182, H71 1.190
36 C 6.49976 2.89924 -0.11974  C16 1.641, C17 1.647, H64 1.183, H75 1.177
37 C 3.99768 3.74310 -0.14058  C17 1.648, C23 1.656, H85 1.181, H89 1.194
38 C 7.99265 -3.54798 -2.02450  C34 1.665, H62 1.171, H68 1.174, H90 1.186
39 C -4.84076 0.13440 -2.30788  N13 1.526, N14 1.547, H56 1.175, H69 1.192
40 C -3.16637 -0.05989 1.40064  Cl1 1.848, C25 1.626, C28 1.607
41 C -7.30150 -2.57976 6.10337  O3 1.415, C19 1.494, H49 1.093, H82 1.095
42 C -0.10335 3.32555 -0.40053  C22 1.639, C35 1.648, H43 1.171, H44 1.194
43 H -0.38690 4.18776 -1.14077  C42 1.171
44 H -0.86530 3.37610 0.51704  C42 1.194
45 H 7.02528 -1.46420 -2.03348  C34 1.172
46 H 7.25498 2.20631 1.92420  C16 1.193
47 H -5.22431 -0.85553 -4.87070  C30 1.175
48 H 3.18846 -3.89034 -4.61969  C20 1.093
49 H -6.78444 -1.65378 5.83719  C41 1.093
50 H -7.47646 -3.00429 3.98889  C19 1.095
51 H -6.57319 -4.23048 4.91301  C19 1.093
52 H 5.74456 -0.90514 1.57785  C27 1.177
53 H -8.05653 -0.17755 2.69955  C32 1.171
54 H 2.29934 4.91167 -1.33662  C23 1.178
55 H -7.66281 2.05306 1.19081  C18 1.185
56 H -5.89578 0.51615 -1.95835  C39 1.175
57 H -4.83031 1.87360 -3.49010  N13 1.063
58 H 7.81276 0.63783 -0.49378  C26 1.179
59 H 5.52824 1.53388 1.57864  C16 1.175
60 H -0.19427 1.87888 -2.21318  C35 1.182
61 H 5.29862 3.42004 -2.05898  C17 1.193
62 H 8.73683 -3.81709 -1.16202  C38 1.171
63 H 5.72894 -2.83662 -1.83616  C34 1.186
64 H 6.56405 3.96011 0.39955  C36 1.183
65 H 2.52062 2.98757 -1.70990  C23 1.174
66 H -7.52557 1.23410 -0.51414  C18 1.173
67 H -1.00263 1.46718 4.23067  O9 1.006
68 H 7.47008 -4.52325 -2.41778  C38 1.174
69 H -4.83204 -1.02828 -2.56822  C39 1.192
70 H 7.93742 -2.52321 0.52531  C15 1.174
71 H 0.63442 1.12901 -0.69064  C35 1.190
72 H 1.42622 4.19710 1.16149  C22 1.194
73 H -5.97954 2.20171 0.23693  C18 1.175
74 H 5.40445 -0.54412 -0.26055  C27 1.181
75 H 7.45689 2.77583 -0.79329  C36 1.177
76 H 6.14251 -3.14380 0.58850  C15 1.190
77 H -6.32745 0.45254 3.34777  C32 1.187
78 H 1.93705 -2.05062 -5.49630  C31 1.095
79 H -6.50550 -1.36304 2.87130  C32 1.187
80 H -6.52694 0.36919 -4.17187  C30 1.184
81 H 2.41005 -3.77744 -3.02132  C20 1.095
82 H -6.80320 -3.02984 6.96836  C41 1.095
83 H -5.43654 0.84423 -5.65984  C30 1.172
84 H 4.70497 1.79956 -1.18309  C17 1.178
85 H 4.33566 4.84272 0.12752  C37 1.181
86 H 0.74096 -2.67912 -4.33537  C31 1.093
87 H 1.79838 2.40339 0.70811  C22 1.192
88 H 0.14500 -1.28909 1.96291  O8 1.018
89 H 3.87225 3.18434 0.90682  C37 1.194
90 H 8.60774 -3.08298 -2.92629  C38 1.186
91 H 8.22714 0.15667 1.32429  C26 1.193

***

Record 2
Computed, not measured: a 3-piece molecular cluster, C28H50BN2O2 overall at a distorted geometry, with ωB97M-V with the def2-TZVPD basis set.

* molecular weight: 457.53 u
* total energy: -1381.69009 hartree
* total charge: -1
* E_HOMO: -4.25 eV
* orbital gap: 6.43 eV
* LUMO level: 2.181 eV

Each atom is followed by the atoms it is bonded to, with distances in Å.
Positions of all 83 atoms, in Å:
1 O -1.51566 -2.91851 1.37117  C14 1.416, C30 1.418
2 O -6.63464 -2.16511 -0.51475  C13 1.418, C19 1.418
3 N 3.65431 -0.28766 -1.83915  B33 1.568, H38 1.022, H57 1.027
4 N 3.57348 -2.34195 2.75195  C20 1.494, H42 1.017, H72 1.018
5 C 3.14319 4.02079 -2.72410  C11 1.477, C32 1.476, H55 1.110
6 C 6.23108 5.10874 -5.07656  C17 1.557, H36 1.130, H73 1.118, H83 1.123
7 C 1.54602 -0.28345 -0.30096  C8 1.579, B33 1.649, H52 1.139, H78 1.124
8 C 1.71687 -1.84221 -0.48502  C7 1.579, C27 1.570, H67 1.127, H69 1.148
9 C 5.04655 2.85744 -4.60403  C15 1.450, C17 1.461, H62 1.117
10 C 2.86850 2.25330 1.13245  C21 1.455, C22 1.550, C29 1.483
11 C 3.08332 2.56010 -2.93570  C5 1.477, C15 1.477, C16 1.553
12 C 0.75509 4.30137 4.66452  C26 1.560, H47 1.121, H53 1.122, H64 1.126
13 C -7.45769 -2.15617 -1.66974  O2 1.418, C18 1.519, H56 1.092, H79 1.096
14 C -1.94938 -2.74518 2.70793  O1 1.416, C24 1.520, H50 1.095, H70 1.092
15 C 4.06099 2.04606 -3.91651  C9 1.450, C11 1.477, H58 1.114
16 C 2.04104 1.69862 -2.17283  C11 1.553, B33 1.673, H48 1.125, H60 1.134
17 C 5.12328 4.29388 -4.34749  C6 1.557, C9 1.461, C32 1.456
18 C -8.78530 -1.44608 -1.46595  C13 1.519, H41 1.091, H54 1.092, H61 1.092
19 C -7.17120 -2.79319 0.63741  O2 1.418, C28 1.520, H44 1.095, H68 1.092
20 C 2.53854 -2.88295 1.82025  N4 1.494, C27 1.581, H45 1.132, H66 1.117
21 C 2.20470 3.54025 0.99448  C10 1.455, C31 1.469, H37 1.110
22 C 3.64183 1.49390 0.02485  C10 1.550, B33 1.660, H59 1.124, H77 1.135
23 C -3.34337 -1.65781 0.31490  C30 1.519, H39 1.092, H43 1.093, H51 1.091
24 C -2.89594 -3.83371 3.18711  C14 1.520, H35 1.092, H63 1.092, H82 1.093
25 C 2.10732 2.29188 3.58390  C26 1.478, C29 1.456, H71 1.116
26 C 1.46713 3.61768 3.45702  C12 1.560, C25 1.478, C31 1.468
27 C 2.89213 -2.48923 0.33024  C8 1.570, C20 1.581, H49 1.133, H65 1.125
28 C -7.49913 -4.26304 0.43333  C19 1.520, H34 1.093, H46 1.092, H76 1.091
29 C 2.77910 1.62901 2.47481  C10 1.483, C25 1.456, H80 1.111
30 C -2.52675 -2.93701 0.37761  O1 1.418, C23 1.519, H40 1.096, H81 1.092
31 C 1.52719 4.20710 2.11439  C21 1.469, C26 1.468, H74 1.119
32 C 4.14664 4.84922 -3.42125  C5 1.476, C17 1.456, H75 1.114
33 B 2.68627 0.65122 -1.03886  N3 1.568, C7 1.649, C16 1.673, C22 1.660
34 H -6.60823 -4.81214 0.11803  C28 1.093
35 H -3.16400 -3.66940 4.23319  C24 1.092
36 H 7.18837 4.51964 -4.96491  C6 1.130
37 H 2.20182 4.07334 0.02127  C21 1.110
38 H 4.56894 0.15232 -1.96119  N3 1.022
39 H -3.88210 -1.47129 1.24608  C23 1.092
40 H -3.17543 -3.81050 0.51259  C30 1.096
41 H -9.39626 -1.93111 -0.70264  C18 1.091
42 H 3.24200 -1.51604 3.24419  N4 1.017
43 H -2.69215 -0.79836 0.13580  C23 1.093
44 H -8.04678 -2.24215 0.99683  C19 1.095
45 H 2.63373 -4.00784 1.90519  C20 1.132
46 H -7.87239 -4.70125 1.36146  C28 1.092
47 H 0.39835 3.57022 5.43554  C12 1.121
48 H 1.44886 1.10463 -2.92270  C16 1.125
49 H 3.15854 -3.45225 -0.20392  C27 1.133
50 H -2.39532 -1.75266 2.83502  C14 1.095
51 H -4.07925 -1.71601 -0.48911  C23 1.091
52 H 0.55164 -0.01841 -0.78796  C7 1.139
53 H 1.40344 5.04338 5.20126  C12 1.122
54 H -9.35651 -1.43653 -2.39648  C18 1.092
55 H 2.45798 4.57605 -2.04966  C5 1.110
56 H -6.89284 -1.63474 -2.44554  C13 1.092
57 H 3.21189 -0.39681 -2.75986  N3 1.027
58 H 4.03997 0.94780 -4.10016  C15 1.114
59 H 4.38688 2.16986 -0.47735  C22 1.124
60 H 1.30415 2.41246 -1.68867  C16 1.134
61 H -8.62050 -0.41452 -1.14637  C18 1.092
62 H 5.74280 2.34217 -5.30893  C9 1.117
63 H -3.81893 -3.85937 2.60440  C24 1.092
64 H -0.13342 4.84918 4.24119  C12 1.126
65 H 3.80717 -1.84307 0.22648  C27 1.125
66 H 1.49429 -2.63952 2.13461  C20 1.117
67 H 1.74283 -2.06944 -1.58835  C8 1.127
68 H -6.41127 -2.70674 1.41668  C19 1.092
69 H 0.74634 -2.33001 -0.11270  C8 1.148
70 H -1.04985 -2.76058 3.32759  C14 1.092
71 H 2.09042 1.80330 4.58698  C25 1.116
72 H 4.44900 -2.16888 2.26182  N4 1.018
73 H 6.39522 6.09452 -4.57583  C6 1.118
74 H 1.01552 5.19561 2.00199  C31 1.119
75 H 4.18290 5.94292 -3.21510  C32 1.114
76 H -8.26139 -4.40854 -0.33389  C28 1.091
77 H 4.25905 0.70613 0.56002  C22 1.135
78 H 1.40669 -0.08971 0.79762  C7 1.124
79 H -7.61047 -3.17845 -2.03293  C13 1.096
80 H 3.25081 0.64046 2.65814  C29 1.111
81 H -2.01691 -3.07613 -0.57760  C30 1.092
82 H -2.42468 -4.81546 3.09702  C24 1.093
83 H 6.07354 5.20661 -6.18458  C6 1.123